No. 1
Formula: C4H11NO
Source: the OMol25 dataset
Level of theory: ωB97M-V/def2-TZVPD

The geometry in XYZ format:
```
17
C4H11NO (ωB97M-V/def2-TZVPD)
C -1.213 1.522 0.377
C 0.105 0.859 0.940
C -0.100 -0.787 1.042
N 0.901 -1.441 0.177
C 0.535 -1.326 -1.192
O 0.480 -0.180 -2.125
H -1.720 0.917 -0.365
H -0.855 2.406 -0.306
H -1.799 1.794 1.184
H 0.226 1.474 1.900
H 0.881 1.017 0.060
H 0.098 -1.149 2.102
H -1.174 -1.044 0.734
H 1.851 -0.971 0.519
H 1.228 -1.970 -1.707
H -0.583 -1.601 -1.327
H 1.139 0.481 -2.013
```

Results
Lowest unoccupied orbital energy (Ha): 0.0363
SMILES: CCCNCO
E (Eh): -288.90899
HOMO level (Eh): -0.34281
Energy relative to the best compared isomer or geometry (same formula, charge and spin) (eV): 2.940



No. 2
Formula: C4H11NO
Source: the OMol25 dataset
Level of theory: ωB97M-V/def2-TZVPD

The geometry in XYZ format:
```
17
C4H11NO (ωB97M-V/def2-TZVPD)
C -1.745 -1.229 0.340
C -2.157 -0.308 -0.629
N -2.658 1.018 -0.506
H -1.617 -2.306 -0.056
H -1.904 -1.202 1.372
H -2.143 -0.503 -1.713
H -2.856 1.329 0.460
H -3.433 1.477 -0.957
C 2.038 -0.311 0.942
C 1.662 0.496 -0.239
O 2.700 1.420 -0.779
H 1.201 -1.004 1.142
H 2.952 -0.991 0.725
H 2.226 0.229 1.883
H 0.792 1.160 -0.018
H 1.496 -0.123 -1.149
H 3.447 0.848 -0.817
```

Results
Lowest unoccupied orbital energy (Ha): 0.0382
SMILES: C=CN.CCO
E (Eh): -288.92041
HOMO level (Eh): -0.31125
Energy relative to the best compared isomer or geometry (same formula, charge and spin) (eV): 2.629



No. 3
Formula: C4H11NO
Source: the OMol25 dataset
Level of theory: ωB97M-V/def2-TZVPD

The geometry in XYZ format:
```
17
C4H11NO (ωB97M-V/def2-TZVPD)
C -2.053 0.002 -1.083
C -0.716 -0.307 -0.916
N -0.196 0.011 0.387
C 0.827 -1.070 0.710
C 0.962 -1.257 2.197
H -2.644 0.605 -0.387
H -2.494 -0.348 -2.010
H -0.932 0.572 -1.722
H -1.000 -0.218 0.974
H 0.436 -1.979 0.264
H 1.734 -0.724 0.225
H 0.059 -1.664 2.662
H 1.583 -2.107 2.386
H 1.294 -0.378 2.726
H 0.453 1.700 -1.941
H 0.710 1.791 -0.507
O 1.033 2.175 -1.341
```

Results
Lowest unoccupied orbital energy (Ha): 0.0291
E (Eh): -288.84564
HOMO level (Eh): -0.32638
Energy relative to the best compared isomer or geometry (same formula, charge and spin) (eV): 4.663



No. 4
Formula: C4H11NO
Source: the OMol25 dataset
Level of theory: ωB97M-V/def2-TZVPD

The geometry in XYZ format:
```
17
C4H11NO (ωB97M-V/def2-TZVPD)
C 1.438 -1.184 -0.623
N -0.053 -1.309 -0.444
C -0.354 -0.767 1.020
C -0.160 0.687 1.270
C -0.742 1.525 -0.012
O -0.262 1.133 -1.232
H 1.907 -1.344 0.378
H 1.773 -1.821 -1.444
H 1.702 -0.075 -0.830
H -0.387 -2.329 -0.189
H 0.317 -1.338 1.643
H -1.416 -0.810 0.970
H 0.913 1.024 1.341
H -0.652 1.063 2.109
H -1.838 1.479 0.123
H -0.453 2.564 0.139
H -0.502 0.120 -1.206
```

Results
Lowest unoccupied orbital energy (Ha): 0.0356
SMILES: CNCCCO
E (Eh): -288.92413
HOMO level (Eh): -0.33783
Energy relative to the best compared isomer or geometry (same formula, charge and spin) (eV): 2.527